1.
This record from the Open Molecules 2025 dataset describes a molecular structure, C23H28FeNO in a non-equilibrium geometry. The level of theory is ωB97M-V with the def2-TZVPD basis set.

As for the charge: -1. Its spin multiplicity is 5. As for the LUMO energy (alpha / beta): 2.57 / 2.52 eV. The calculation puts the total energy at -62222.8211 eV. The calculation puts the HOMO-LUMO gap (alpha / beta) at 0.113 / 0.192 Eh. The molecular weight comes out at 390.33 g mol⁻¹. The highest occupied orbital energy (alpha / beta) comes out at -0.511 / -2.706 eV. As for the expectation value of S²: 6.064.

```
54
Properties=species:S:1:pos:R:3:lowdin_charge:R:1
Fe 3.09 0.27 1.15 0.23
O -5.38 0.04 1.14 -0.11
N 0.21 -0.58 -1.29 -0.04
C 1.99 0.39 2.79 -0.13
C -1.83 1.01 1.38 -0.02
C -0.32 0.79 -3.37 -0.19
C -0.55 -1.70 -1.84 -0.22
C -6.00 1.32 0.96 -0.08
C 4.64 -0.89 1.53 -0.20
C 2.86 2.19 1.56 -0.18
C -4.03 0.00 1.34 -0.29
C -3.45 -1.28 1.50 -0.02
C -3.21 1.16 1.34 -0.03
C 3.02 1.41 2.77 -0.19
C 3.02 -1.26 -0.13 -0.19
C -1.18 -0.35 -3.89 -0.22
C -0.06 0.72 -1.86 -0.21
C -0.68 -1.69 -3.36 -0.20
C 4.91 0.02 0.42 -0.20
C 1.71 1.66 0.84 -0.15
C -2.08 -1.40 1.52 -0.05
C 3.47 -1.67 1.19 -0.19
C 0.18 -0.49 1.04 -0.08
C 1.19 0.51 1.56 -0.30
C 3.90 -0.20 -0.60 -0.18
C -1.25 -0.27 1.37 -0.20
H -0.02 -2.61 -1.52 0.11
H 1.25 2.11 -0.03 0.07
H 0.66 0.77 -3.87 0.11
H -1.62 -2.38 1.62 0.11
H 0.83 1.33 -1.64 0.09
H 5.77 0.68 0.33 0.09
H 3.43 3.07 1.26 0.09
H -5.65 1.81 0.04 0.09
H 3.73 1.62 3.56 0.09
H -0.90 1.20 -1.32 0.11
H 0.29 -0.58 -0.23 -0.04
H 1.78 -0.31 3.59 0.10
H 3.06 -2.50 1.77 0.09
H -1.18 -0.35 -4.98 0.10
H 2.24 -1.71 -0.73 0.08
H -2.22 -0.20 -3.57 0.11
H -1.56 -1.75 -1.38 0.11
H -4.10 -2.14 1.55 0.11
H -7.07 1.09 0.88 0.08
H -1.20 1.90 1.37 0.12
H -1.35 -2.50 -3.67 0.10
H 3.86 0.25 -1.58 0.09
H 0.31 -1.90 -3.79 0.11
H -0.78 1.76 -3.60 0.10
H 0.47 -1.49 1.39 0.13
H -3.65 2.15 1.26 0.10
H 5.26 -1.02 2.41 0.09
H -5.82 1.98 1.82 0.09
```

---

2.
This record from the Open Molecules 2025 dataset describes C23H28N2O3 in the gas phase. The level of theory is ωB97M-V with the def2-TZVPD basis set.

As for the charge: 0. As for the LUMO energy: 0.60 eV. The calculation puts the total energy at -33428.3783 eV. The calculation puts the HOMO-LUMO gap at 0.336 Eh. For the energy relative to the best compared isomer or geometry (same formula, charge and spin), the calculation gives 29.5 kcal/mol. The molecular weight comes out at 380.49 g mol⁻¹. The highest occupied orbital energy comes out at -8.535 eV. Its SMILES is CCCN(CC1CC1)C(=O)COc1ccccc1C(=O)NCc1ccccc1.

```
56
Properties=species:S:1:pos:R:3:lowdin_charge:R:1
O 0.60 0.98 0.25 0.06
O 1.52 -0.04 4.94 0.07
O 0.77 -1.26 1.67 -0.03
N -0.75 0.12 -1.33 -0.04
N 0.72 1.14 3.18 0.10
C -1.22 -2.66 -3.95 -0.11
C 2.57 -0.26 2.79 -0.06
C 1.56 0.26 3.77 -0.45
C 3.01 -1.37 0.70 -0.01
C -3.50 -0.43 1.36 -0.11
C -0.80 1.43 -1.98 -0.16
C -0.57 -1.67 -3.03 -0.28
C -2.03 -0.43 3.25 -0.03
C -0.75 -1.34 -4.48 -0.13
C 0.32 3.06 -3.54 -0.10
C -2.20 1.51 1.87 -0.05
C 2.11 -0.96 1.67 -0.21
C -0.55 1.53 3.76 -0.11
C -1.43 -0.98 -1.98 -0.13
C -1.65 0.87 2.97 -0.20
C 0.42 1.69 -2.87 -0.22
C -3.12 0.86 1.07 -0.09
C 4.83 -0.47 1.99 -0.09
C 0.00 0.02 -0.23 -0.40
C 0.07 -1.35 0.46 -0.08
C 4.36 -1.11 0.86 -0.08
C 3.93 -0.04 2.96 -0.01
C -2.96 -1.08 2.46 -0.09
H -2.33 -0.60 -2.45 0.13
H 5.05 -1.44 0.10 0.10
H -0.56 3.11 -4.17 0.07
H -0.64 2.62 3.74 0.12
H 4.27 0.48 3.84 0.12
H 0.26 3.84 -2.79 0.07
H -2.28 -2.82 -3.85 0.10
H 0.43 -1.89 -2.69 0.14
H 0.50 -2.10 -0.22 0.13
H 2.67 -1.89 -0.19 0.11
H 0.13 -1.32 -5.12 0.10
H -0.67 -3.55 -4.22 0.10
H 0.50 0.91 -3.62 0.09
H 0.78 1.24 2.17 0.11
H -1.72 1.48 -2.57 0.13
H -3.55 1.37 0.22 0.10
H -0.54 1.19 4.80 0.12
H -1.90 2.53 1.64 0.12
H -4.22 -0.94 0.73 0.10
H 1.31 1.66 -2.24 0.11
H 5.88 -0.29 2.11 0.10
H -0.94 -1.66 0.75 0.12
H -3.25 -2.10 2.69 0.11
H -0.84 2.18 -1.19 0.12
H -1.73 -1.71 -1.22 0.12
H 1.20 3.24 -4.16 0.07
H -1.49 -0.61 -4.75 0.10
H -1.59 -0.94 4.10 0.12
```

---

3.
This record from the Open Molecules 2025 dataset describes C23H28N2O3S in the gas phase. The level of theory is ωB97M-V with the def2-TZVPD basis set.

As for the charge: 0. As for the LUMO energy: 0.64 eV. The calculation puts the total energy at -44265.3131 eV. The calculation puts the HOMO-LUMO gap at 0.330 Eh. For the energy relative to the best compared isomer or geometry (same formula, charge and spin), the calculation gives 0.0 kcal/mol. The molecular weight comes out at 412.56 g mol⁻¹. The highest occupied orbital energy comes out at -8.329 eV. Its SMILES is Cc1ccc(SCCN2CC[C@H](NC(=O)OCc3ccccc3)CCC2=O)cc1.

```
57
Properties=species:S:1:pos:R:3:lowdin_charge:R:1
S -4.01 1.11 2.70 0.94
O 2.73 -1.64 -0.92 0.09
O -3.60 -2.57 2.47 0.05
O 1.87 -0.16 -2.41 0.01
N -1.71 -1.49 3.04 -0.06
N 0.58 -0.95 -0.80 0.13
C -1.61 -3.23 1.32 -0.08
C 4.65 0.96 -1.38 -0.03
C -1.11 -2.40 0.14 -0.11
C -3.94 0.08 0.17 -0.10
C -2.29 1.76 0.64 -0.12
C -3.47 -0.01 -1.13 -0.05
C -2.56 0.75 3.76 -0.42
C 3.13 -0.08 -3.08 -0.12
C -3.34 0.96 1.06 -0.54
C -2.40 -2.41 2.32 -0.46
C -2.40 0.77 -1.56 -0.30
C -1.90 0.66 -2.97 -0.05
C 3.96 2.30 -3.25 -0.04
C -2.40 -0.74 4.06 -0.21
C 3.94 1.09 -2.57 -0.20
C 4.69 3.36 -2.75 -0.09
C 5.40 3.23 -1.57 -0.09
C 0.11 -0.65 1.56 -0.10
C -1.82 1.65 -0.66 -0.06
C 1.82 -0.98 -1.33 -0.56
C 5.38 2.03 -0.88 -0.08
C 0.20 -1.65 0.40 -0.30
C -0.28 -1.29 2.90 -0.13
H -2.54 1.25 -3.63 0.09
H 5.96 4.07 -1.19 0.10
H 1.01 -2.37 0.60 0.15
H -1.88 -1.69 -0.15 0.10
H -3.39 -1.19 4.17 0.11
H -0.77 -3.73 1.82 0.12
H 1.09 -0.18 1.67 0.13
H -0.89 1.04 -3.06 0.07
H 2.89 0.05 -4.14 0.13
H 4.63 0.02 -0.85 0.11
H -1.67 1.17 3.29 0.06
H 5.93 1.93 0.04 0.10
H -0.62 0.12 1.30 0.09
H 3.40 2.40 -4.17 0.11
H -1.84 2.47 1.32 0.11
H 0.03 -0.62 3.71 0.13
H -2.76 1.29 4.68 0.07
H -0.99 2.27 -0.97 0.12
H -0.10 -0.31 -1.20 0.11
H -2.29 -3.99 0.96 0.12
H -3.94 -0.70 -1.81 0.12
H 0.25 -2.23 3.03 0.13
H -1.93 -0.37 -3.31 0.08
H 3.67 -1.02 -2.93 0.13
H -1.85 -0.85 5.01 0.12
H -0.94 -3.07 -0.71 0.13
H 4.70 4.30 -3.29 0.10
H -4.76 -0.54 0.51 0.11
```